Here is a molecular structure, C47H63F3N6O5S3W from the OMol25 dataset. Energies are from ωB97M-V/def2-TZVPD.

```
128
Properties=species:S:1:pos:R:3:forces:R:3:mulliken_spin:R:1
W 0.019 0.204 0.173 -1.4 1.8 -0.7 1.3408
C -2.622 -4.687 -0.815 0.3 0.0 0.0 0.0009
C -2.638 -3.438 0.083 0.0 -0.1 0.1 0.0007
C -3.508 -3.759 1.298 0.2 0.1 0.0 -0.0002
C -3.138 -2.303 -0.780 0.1 0.2 0.0 -0.0156
C -4.482 -1.995 -0.768 0.0 -0.1 0.0 -0.0025
C -5.030 -1.227 -1.779 0.1 -0.1 -0.1 -0.0044
C -4.276 -1.076 -2.917 -0.1 0.2 0.2 0.0019
C -2.918 -1.421 -3.001 0.0 0.1 0.1 -0.0015
C -2.563 -1.798 -4.459 0.3 0.1 -0.4 0.0017
C -1.299 -2.610 -4.759 -0.2 -0.1 0.2 0.0013
C -2.752 -0.702 -5.520 -0.2 -0.2 0.2 -0.0004
C -2.279 -1.745 -1.774 -0.8 0.0 -0.1 0.0350
N -0.915 -1.547 -1.365 1.0 0.0 0.1 -0.0054
C -0.075 -2.591 -1.459 -0.5 0.0 -0.7 -0.0092
O -0.172 -3.570 -2.207 0.5 0.1 0.6 0.0224
C 1.021 -2.571 -0.451 -0.2 0.3 0.4 0.1028
C 1.836 -3.670 -0.235 0.1 0.2 0.1 -0.0328
C 2.633 -3.719 0.900 -0.3 0.6 0.0 0.0558
C 2.631 -2.618 1.754 -0.3 -0.2 -0.1 -0.0203
C 1.855 -1.519 1.442 -0.1 0.0 -0.2 -0.0553
N 1.009 -1.505 0.383 1.6 -1.8 0.5 0.0142
C 1.827 -0.274 2.272 0.7 0.2 0.5 0.1608
O 2.803 0.064 2.925 -0.4 -0.5 -0.4 0.0318
N 0.608 0.339 2.202 0.1 -0.6 -0.7 -0.0428
C 0.352 1.222 3.286 -0.4 0.8 0.5 0.0441
C 0.672 0.836 4.613 -0.1 -0.1 -0.2 0.0015
C 0.612 1.778 5.629 0.1 0.1 -0.1 -0.0006
C 0.234 3.082 5.393 -0.1 0.0 -0.1 0.0007
C -0.215 3.416 4.135 0.1 0.0 0.0 0.0006
C -0.202 2.500 3.090 0.1 -0.3 -0.2 -0.0285
C -0.928 2.918 1.831 -0.1 0.0 -0.1 -0.0150
C -2.417 2.979 2.193 0.1 -0.3 -0.1 0.0047
C -0.487 4.285 1.298 0.2 -0.3 -0.1 0.0074
C 0.979 -0.584 5.056 0.1 -0.1 0.1 0.0048
C 2.335 -0.689 5.757 0.0 0.0 -0.3 -0.0002
C -0.143 -1.071 5.989 0.1 0.0 -0.3 0.0007
H -2.354 -5.559 -0.221 0.0 -0.2 0.1 -0.0002
H -1.902 -4.582 -1.620 -0.1 -0.1 0.0 -0.0003
H -3.607 -4.846 -1.251 -0.1 0.0 0.1 0.0002
H -1.614 -3.238 0.411 0.0 0.0 0.1 0.0099
H -4.431 -4.243 0.986 -0.1 -0.1 0.0 0.0002
H -3.750 -2.864 1.859 -0.1 0.0 0.1 0.0008
H -2.973 -4.449 1.947 0.0 -0.1 0.1 -0.0001
H -5.114 -2.367 0.020 0.0 0.0 0.2 0.0011
H -6.053 -0.884 -1.738 -0.1 0.0 0.0 -0.0002
H -4.776 -0.732 -3.809 0.0 0.0 -0.2 0.0001
H -3.378 -2.511 -4.647 0.1 0.1 0.0 0.0000
H -0.476 -2.010 -5.134 0.1 0.1 0.0 -0.0002
H -1.531 -3.342 -5.531 0.0 0.0 -0.2 0.0000
H -0.966 -3.159 -3.884 0.0 0.0 -0.1 -0.0015
H -1.902 -0.030 -5.605 0.1 0.0 0.0 0.0002
H -3.637 -0.100 -5.327 0.0 0.1 -0.1 0.0001
H -2.882 -1.189 -6.485 0.0 0.0 -0.1 0.0000
H 1.803 -4.474 -0.952 -0.2 -0.1 -0.1 0.0011
H 3.240 -4.581 1.117 0.1 -0.1 0.0 -0.0011
H 3.215 -2.599 2.663 0.1 0.1 0.1 -0.0020
H 0.868 1.485 6.635 0.1 -0.1 0.1 0.0001
H 0.243 3.816 6.184 0.0 0.1 0.1 0.0003
H -0.584 4.413 3.958 -0.1 0.1 -0.1 -0.0002
H -0.769 2.135 1.030 -0.3 0.9 0.7 0.1567
H -3.033 3.187 1.323 -0.1 0.1 -0.1 0.0007
H -2.741 2.041 2.636 -0.1 0.0 0.0 -0.0009
H -2.572 3.768 2.927 0.0 0.1 0.0 0.0004
H -0.965 5.078 1.869 -0.1 0.1 0.0 -0.0001
H -0.770 4.406 0.254 -0.1 0.0 -0.1 -0.0017
H 0.586 4.423 1.380 0.0 0.1 0.0 0.0002
H 1.016 -1.253 4.192 -0.1 0.1 0.1 0.0015
H 2.349 -0.122 6.684 0.0 0.0 0.1 0.0001
H 3.110 -0.299 5.103 0.1 0.0 0.1 0.0004
H 2.549 -1.731 5.988 0.1 -0.1 0.1 0.0000
H -0.066 -0.602 6.966 0.0 0.1 0.1 0.0003
H -0.080 -2.149 6.119 0.0 -0.1 0.1 -0.0001
H -1.124 -0.828 5.584 -0.1 0.0 0.0 -0.0003
C 3.236 1.881 -4.802 0.0 0.5 0.3 0.0008
C 3.817 0.621 -4.184 -0.5 -0.3 0.3 -0.0011
S 2.792 -0.136 -2.874 0.2 -0.2 -1.0 0.0041
C 1.358 -0.704 -3.840 0.6 0.3 0.5 0.0018
C 0.211 0.291 -3.876 -0.3 -0.2 0.6 0.0157
S -0.078 1.184 -2.305 0.2 0.3 -0.5 0.0729
C 0.140 2.990 -2.673 -0.2 -0.3 0.5 0.0071
C 1.020 3.433 -3.823 0.5 -0.2 0.1 0.0020
S 2.811 3.174 -3.569 -0.1 -0.2 -0.4 0.0004
H 2.341 1.658 -5.376 0.0 0.0 -0.2 0.0001
H 3.975 2.331 -5.466 -0.1 -0.1 -0.1 0.0000
H 4.762 0.836 -3.686 0.1 0.0 -0.1 -0.0001
H 3.985 -0.127 -4.962 0.2 0.0 0.0 0.0000
H 1.036 -1.623 -3.353 0.0 0.0 -0.2 0.0050
H 1.692 -0.937 -4.850 -0.1 -0.1 -0.1 0.0014
H -0.723 -0.233 -4.041 0.0 0.1 -0.2 -0.0035
H 0.347 1.047 -4.643 -0.1 0.1 0.0 -0.0033
H 0.560 3.407 -1.754 -0.2 -0.1 -0.1 0.0084
H -0.871 3.372 -2.830 0.0 -0.1 0.0 0.0014
H 0.905 4.517 -3.896 -0.1 -0.1 -0.1 -0.0008
H 0.734 3.004 -4.781 0.0 0.1 -0.1 -0.0003
F 3.851 4.296 1.124 -0.1 -0.1 0.0 0.0005
C 3.137 3.178 1.351 0.3 0.6 0.1 0.0096
F 4.031 2.207 1.552 -0.2 -0.2 -0.1 0.0000
F 2.507 3.370 2.520 -0.3 -0.1 -0.2 0.0008
C 2.132 2.961 0.143 0.6 0.7 0.3 0.0065
O 2.153 3.838 -0.698 0.1 0.0 0.1 0.0004
O 1.367 1.963 0.203 -1.3 -1.4 0.2 -0.1267
C 5.112 2.184 -1.207 -0.1 0.1 0.1 0.0008
N 5.345 0.901 -0.589 0.5 0.1 -0.1 -0.0002
C 4.410 0.082 -0.039 -0.1 -0.2 -0.3 -0.0007
N 4.970 -0.967 0.644 0.2 -0.4 0.3 0.0007
O 3.199 0.174 -0.210 0.8 0.1 0.4 0.0673
H 5.714 2.277 -2.115 -0.1 0.0 0.0 0.0000
H 5.386 3.006 -0.539 -0.1 -0.1 -0.1 0.0000
H 4.061 2.264 -1.468 0.0 0.0 0.0 -0.0009
H 6.298 0.747 -0.300 -0.1 -0.1 0.0 -0.0001
H 5.888 -0.841 1.038 0.0 0.0 0.0 0.0001
H 4.331 -1.480 1.230 0.2 0.3 -0.1 -0.0030
C -1.459 -1.667 2.752 -0.1 0.2 0.0 0.0147
C -2.341 -0.740 1.982 0.1 -0.6 0.8 0.0782
C -3.668 -0.470 2.202 0.4 0.1 -0.1 0.0213
C -4.086 0.395 1.168 0.5 0.1 -0.2 -0.0005
C -2.995 0.622 0.374 -0.6 0.6 -0.5 0.0745
C -2.931 1.484 -0.847 -0.2 -0.2 0.1 -0.0016
N -1.903 -0.068 0.863 0.5 0.2 -0.1 0.0324
H -2.070 -2.364 3.319 0.0 -0.1 0.0 -0.0011
H -0.845 -1.113 3.450 0.0 -0.1 0.0 -0.0016
H -0.803 -2.230 2.082 -0.1 0.0 0.2 -0.0149
H -4.267 -0.847 3.009 -0.1 -0.2 0.1 -0.0057
H -5.068 0.796 1.024 -0.2 0.2 -0.1 -0.0040
H -3.887 1.990 -0.956 -0.1 0.1 0.0 0.0035
H -2.768 0.877 -1.738 0.0 0.2 0.0 0.0020
H -2.147 2.249 -0.787 -0.1 0.0 0.0 -0.0301
```
Forces are in eV/Å.

Properties
**Max |F|**: 2.517 eV/A
**Spin multiplicity**: 3
**LUMO (spin up / spin down)**: -0.929 / -1.601 eV